Below is a molecular structure, C22H22ClN4ReSbSe4 in a non-equilibrium geometry, with properties calculated with ωB97M-V with the def2-TZVPD basis set.

```
55
Properties=species:S:1:pos:R:3:forces:R:3:lowdin_spin:R:1
Re -0.112130 -0.886686 0.393340 -0.328 0.622 -0.764 0.74
Se -3.773574 -3.619508 3.119157 0.138 -0.028 -0.033 0.00
Sb -1.473535 -3.469986 2.542476 -0.078 0.071 0.178 0.00
Se -1.100906 -3.016349 -0.003640 0.029 -0.072 0.262 0.11
Se -0.704676 -0.932149 2.684578 -0.235 -0.236 -0.124 0.12
Se 0.291547 -4.871997 3.333481 -0.011 0.120 -0.076 0.01
Cl 3.618708 -5.352550 0.451091 0.010 -0.026 -0.025 0.00
C 3.254592 -3.797944 1.089996 -0.051 -0.056 -0.099 0.00
C 3.978247 -3.271062 2.133607 0.174 0.005 0.193 0.01
C 3.616753 -2.020448 2.609336 0.051 0.011 0.044 0.00
C 2.551084 -1.361126 2.040028 -0.022 -0.050 -0.073 0.01
N 1.838555 -1.881481 1.022325 -0.004 -0.184 0.049 0.02
C 2.192490 -3.088258 0.560424 0.034 0.183 -0.011 0.01
H 4.791753 -3.834459 2.575061 -0.058 0.057 -0.030 0.00
H 4.141078 -1.566930 3.439364 -0.021 -0.020 -0.026 0.00
H 2.226731 -0.403925 2.414063 -0.063 0.054 0.034 0.00
H 1.603297 -3.504252 -0.238161 -0.113 -0.054 -0.056 0.01
C 4.194238 2.768929 0.144996 -0.084 -0.039 0.017 0.00
C 2.769966 2.409823 0.415155 0.147 0.033 -0.036 0.00
C 1.719688 3.136535 0.923397 -0.203 0.111 -0.014 0.00
C 0.625177 2.251822 0.989458 0.003 0.057 -0.005 0.00
N 0.992379 1.049476 0.545387 0.080 -0.050 0.342 0.01
N 2.295065 1.170733 0.204436 0.018 -0.042 -0.137 0.00
C -0.766631 2.552322 1.427772 0.055 0.065 0.024 0.00
H 4.285974 3.840463 -0.014833 -0.010 0.005 -0.003 0.00
H 4.574029 2.257497 -0.740230 -0.027 0.010 0.005 0.00
H 4.828474 2.498798 0.990750 -0.008 0.000 -0.004 0.00
H 1.720662 4.181155 1.198295 0.025 -0.142 -0.013 0.00
H 2.781456 0.384391 -0.187486 0.037 -0.077 -0.010 0.00
H -0.755261 3.298365 2.222617 -0.009 -0.013 -0.046 0.00
H -1.265599 1.658667 1.791063 -0.025 -0.041 0.021 0.00
H -1.347306 2.948799 0.592211 0.018 0.000 -0.005 0.00
C -5.605300 -0.932242 -0.670212 -0.012 -0.022 0.055 -0.01
C -4.904932 -0.867980 -1.866984 0.107 0.018 -0.061 0.00
C -3.559667 -0.533494 -1.872164 -0.091 0.041 -0.073 0.00
C -2.904574 -0.248899 -0.673659 0.191 -0.100 -0.295 0.01
C -3.602602 -0.323314 0.519770 -0.041 -0.028 0.131 -0.01
C -4.947660 -0.664248 0.520619 -0.016 0.026 -0.015 0.00
N -1.498948 -0.002500 -0.688317 0.459 0.006 0.321 -0.03
C -0.968795 0.751697 -1.771394 -0.138 -0.072 0.161 0.00
C 0.221604 0.330672 -2.355087 0.135 -0.075 -0.192 0.00
C 0.844206 1.082831 -3.343797 -0.040 -0.012 0.049 0.00
C 0.259599 2.258259 -3.789919 -0.042 -0.027 0.064 0.00
C -0.952306 2.664249 -3.240027 -0.035 -0.034 0.063 0.00
C -1.564299 1.922104 -2.240276 -0.009 0.115 0.080 0.00
H -6.650690 -1.217088 -0.663999 0.054 0.030 0.001 0.00
H -5.399056 -1.099168 -2.802960 0.011 0.008 0.033 0.00
H -3.008521 -0.507618 -2.803799 -0.014 -0.005 -0.002 0.00
H -3.085801 -0.148622 1.451396 -0.007 0.002 0.060 0.00
H -5.471316 -0.743711 1.463474 0.017 -0.009 0.008 0.00
H 0.640042 -0.639583 -2.086359 -0.004 -0.086 0.022 0.00
H 1.764742 0.727549 -3.788856 0.009 -0.001 0.004 0.00
H 0.728976 2.841695 -4.571354 -0.014 -0.015 0.017 0.00
H -1.426037 3.573135 -3.590895 0.009 -0.030 0.015 0.00
H -2.500992 2.247611 -1.804718 -0.002 -0.002 -0.027 0.00
```
Positions in Å, forces in eV/Å.

* multiplicity: 2
* charge: 0
* E_tot: -311708.324 eV
* Kohn-Sham gap (spin up / spin down): 5.487 / 5.704 eV
* expectation value of S²: 0.85